Entry from OMol25: C17H19N2O8Pb as an isolated structure (ωB97M-V with the def2-TZVPD basis set).

Positions of all 47 atoms, in Å:
Pb: -0.77 0.62 0.17
O: -0.81 0.33 -3.84
C: -0.93 -0.22 -2.78
O: -0.11 -0.05 -1.75
C: -2.10 -1.18 -2.55
C: -1.96 -2.07 -1.32
C: -3.07 -3.12 -1.25
C: -4.30 -2.27 -0.82
C: -3.71 -0.87 -0.78
O: -2.36 -1.14 -0.24
C: -3.43 -0.42 -2.23
C: -3.41 1.08 -2.44
O: -4.07 1.67 -3.24
O: -2.58 1.73 -1.57
H: -2.23 -1.76 -3.46
H: -0.96 -2.43 -1.11
H: -2.84 -3.87 -0.50
H: -3.21 -3.62 -2.20
H: -4.66 -2.56 0.17
H: -5.13 -2.33 -1.51
H: -4.21 -0.15 -0.14
H: -4.22 -0.75 -2.89
O: 5.36 2.37 5.13
C: 5.55 0.99 5.11
N: 5.07 0.37 3.87
C: 3.75 0.40 3.61
O: 2.92 0.84 4.39
C: 3.29 -0.16 2.29
C: 4.02 -1.03 1.49
C: 3.47 -1.49 0.31
C: 2.20 -1.06 -0.05
N: 1.49 -0.23 0.72
C: 2.03 0.21 1.86
H: 4.42 2.54 5.30
H: 5.03 0.50 5.94
H: 6.61 0.80 5.18
H: 5.72 0.28 3.11
H: 5.00 -1.38 1.80
H: 4.00 -2.17 -0.34
H: 1.74 -1.36 -0.98
H: 1.44 0.87 2.49
C: -1.73 3.65 -2.86
C: -2.56 3.19 -1.72
O: -3.14 3.83 -0.91
H: -2.36 4.28 -3.49
H: -1.31 2.83 -3.46
H: -0.93 4.29 -2.48

Output
Total charge: +1
HOMO level, eV: -13.02
Frontier orbital gap, eV: 9.14
Total energy, eV: -42541.0622
Largest force on an atom, eV/A: 0.41
Molecular weight, u: 586.55
Energy above the lowest of the compared OMol25 structures with the same formula, charge and spin, kcal per mole: 0.00
LUMO, eV: -3.885